(1)
18
Properties=species:S:1:pos:R:3:forces:R:3 method="wB97M-V/def2-TZVPD" total_energy_ha=-567.41547 e_homo_ev=-18.35 lumo_ev=-13.981 homo_lumo_gap_ha=0.16059 largest_force_ev_per_a=3.06 total_charge=+2
C -0.880 0.623 -1.439 0.589 -0.149 1.145
C -0.346 0.050 -0.092 -1.791 1.444 0.030
C -0.977 -1.247 0.246 2.726 -0.628 -1.237
C 1.189 -0.268 -0.277 0.006 -0.460 0.018
Si 2.077 0.853 1.088 0.348 0.350 0.607
H -1.953 0.467 -1.452 -0.305 0.102 -0.268
H -0.407 0.089 -2.248 -0.135 -0.034 -0.453
H -0.664 1.680 -1.479 0.034 0.231 -0.269
H -0.526 0.755 0.707 0.197 0.243 0.233
H -0.523 -1.837 1.039 -0.589 -0.031 0.604
H -1.185 -1.848 -0.632 -0.191 -0.339 -0.087
H -2.103 -0.943 0.702 -1.427 0.569 0.527
H 1.519 0.107 -1.234 -0.008 -0.338 -0.513
H 1.482 -1.304 -0.137 0.301 -0.168 0.155
H 1.339 0.630 2.342 -0.031 -0.053 -0.055
H 3.489 0.419 1.139 -0.154 -0.290 -0.166
H 1.988 2.242 0.612 -0.300 -0.087 -0.122
Pt -3.700 -0.486 1.063 0.729 -0.363 -0.149

(2)
17
Properties=species:S:1:pos:R:3:forces:R:3 method="wB97M-V/def2-TZVPD" total_energy_ha=-557.70881 e_homo_ev=-8.59 lumo_ev=1.031 de_lowest_kj_mol=161.73 homo_lumo_gap_ha=0.35371 largest_force_ev_per_a=7.55 total_charge=0
C -1.355 -0.228 -3.499 -0.678 -2.313 0.565
S -0.520 -0.598 -1.869 -1.103 0.370 -0.848
C -1.990 -0.259 -0.814 4.811 5.292 2.425
H -1.713 0.760 -3.642 -0.158 1.019 0.316
H -2.211 -0.950 -3.692 0.820 0.838 0.601
H -0.681 -0.469 -4.295 0.769 0.019 -0.315
H -1.626 -0.276 0.303 -1.204 -0.826 -2.178
H -2.182 0.887 -0.938 0.086 -1.923 0.091
H -2.769 -0.743 -1.196 -3.325 -2.474 -0.634
C 2.301 -0.267 2.801 3.081 -2.714 2.813
C 1.509 0.718 2.191 -3.622 5.540 -3.290
H 2.272 -1.197 2.296 -0.656 -1.136 -0.761
H 1.962 -0.551 3.839 0.903 0.637 -0.704
H 3.441 -0.120 2.693 -1.676 0.444 0.810
H 1.387 0.564 1.086 0.805 0.380 0.619
H 0.413 0.888 2.377 0.666 -1.274 0.868
H 1.760 1.841 2.361 0.482 -1.880 -0.377

(3)
17
Properties=species:S:1:pos:R:3:forces:R:3 method="wB97M-V/def2-TZVPD" total_energy_ha=-557.75160 e_homo_ev=-9.09 lumo_ev=0.961 de_lowest_kj_mol=49.38 homo_lumo_gap_ha=0.36938 largest_force_ev_per_a=2.33 total_charge=0
C -3.120 -1.897 0.963 -0.344 -0.552 -1.227
C -2.743 -2.056 -0.516 -0.009 -1.126 -0.490
C -2.334 -0.812 -1.230 -0.067 2.292 -0.408
H -2.251 -1.624 1.552 -0.285 0.061 0.426
H -3.606 -2.829 1.247 0.575 -0.273 0.572
H -3.969 -1.213 1.016 0.439 0.603 0.225
H -3.646 -2.432 -1.015 0.247 -0.144 0.037
H -1.936 -2.793 -0.714 -0.621 0.005 0.559
H -1.261 -0.607 -1.351 -0.139 -0.419 0.281
H -2.760 -0.705 -2.238 0.096 -0.326 0.190
H -2.727 0.065 -0.686 0.109 -0.121 -0.164
C 4.562 2.776 0.592 0.309 0.645 -0.961
S 6.212 3.593 0.702 -0.389 -0.280 0.150
H 3.742 3.477 0.765 0.406 0.077 0.818
H 4.408 2.617 -0.473 0.102 -0.811 0.030
H 4.528 1.883 1.210 -0.239 0.108 -0.154
H 6.900 2.557 0.173 -0.191 0.261 0.117

(4)
17
Properties=species:S:1:pos:R:3:forces:R:3 method="wB97M-V/def2-TZVPD" total_energy_ha=-557.71775 e_homo_ev=-8.38 lumo_ev=0.898 de_lowest_kj_mol=138.27 homo_lumo_gap_ha=0.34094 largest_force_ev_per_a=5.36 total_charge=0
C -1.526 -0.288 -2.992 -4.216 0.454 -0.148
S -1.862 1.385 -2.327 0.970 0.141 -0.528
C -2.997 1.078 -0.974 0.504 2.018 1.431
H -0.597 -0.434 -3.402 2.171 0.170 -1.036
H -1.687 -1.032 -2.257 0.166 -0.610 1.203
H -2.364 -0.524 -3.717 1.236 0.317 0.296
H -2.549 1.400 0.028 -0.374 -0.724 -1.342
H -3.207 0.046 -0.987 -0.663 -1.083 0.292
H -3.883 1.728 -1.086 0.211 -0.683 -0.163
C 2.542 -0.644 2.850 1.962 0.111 4.991
C 2.569 -0.216 1.476 -0.105 3.872 -0.580
H 1.810 -1.468 2.889 0.543 0.203 1.063
H 3.636 -0.897 3.227 -2.092 -0.680 -1.111
H 2.434 0.138 3.694 -0.947 -0.834 -1.544
H 2.578 -1.144 1.000 0.486 -0.891 -2.072
H 3.447 0.478 1.372 -0.673 -0.945 -0.795
H 1.656 0.393 1.206 0.821 -0.835 0.042

(5)
17
Properties=species:S:1:pos:R:3:forces:R:3 method="wB97M-V/def2-TZVPD" total_energy_ha=-557.71276 e_homo_ev=-8.54 lumo_ev=1.032 de_lowest_kj_mol=151.37 homo_lumo_gap_ha=0.35175 largest_force_ev_per_a=4.72 total_charge=0
C -0.050 -3.424 0.407 0.220 -1.787 -0.193
S -0.785 -1.756 0.570 1.577 -0.487 -0.062
C 0.398 -0.968 1.705 -1.373 2.419 -1.046
H -0.574 -4.138 1.039 -0.366 0.251 0.473
H -0.281 -3.851 -0.579 0.199 0.598 -0.057
H 1.019 -3.732 0.620 -0.851 1.525 -0.322
H -0.186 -0.120 2.073 -0.623 -0.592 1.045
H 1.172 -0.274 1.382 0.821 -1.052 -1.218
H 0.733 -1.633 2.434 0.396 -0.850 1.366
C -1.049 2.304 -1.219 4.605 1.013 0.162
C 0.565 2.641 -1.202 0.023 1.685 -0.913
H -1.193 1.898 -0.287 -0.899 -1.006 2.235
H -1.613 3.185 -1.312 -0.832 0.860 -0.649
H -1.122 1.538 -1.926 -0.854 -0.795 -1.270
H 0.973 2.488 -2.264 -0.357 -0.123 1.654
H 1.167 2.072 -0.431 -0.860 0.350 -1.081
H 0.826 3.770 -1.013 -0.825 -2.009 -0.122

(6)
18
Properties=species:S:1:pos:R:3:forces:R:3 method="wB97M-V/def2-TZVPD" total_energy_ha=-955.94036 e_homo_ev=-8.44 lumo_ev=0.875 de_lowest_kj_mol=63.26 homo_lumo_gap_ha=0.34242 largest_force_ev_per_a=1.85 total_charge=0
C 2.850 0.195 -1.323 -1.144 0.251 -0.193
S 1.560 -1.056 -1.671 -0.027 0.636 -0.236
C 0.521 -0.059 -2.864 1.339 -1.039 0.751
H 3.602 0.159 -2.102 0.521 -0.118 0.425
H 2.371 1.172 -1.385 -0.047 0.063 -0.043
H 3.145 0.123 -0.280 0.606 -0.386 -0.216
H 0.563 -0.564 -3.820 -0.517 -0.108 -0.103
H 1.038 0.882 -2.985 -0.327 0.379 0.107
H -0.439 -0.012 -2.378 -0.418 0.338 -0.450
C -2.122 1.719 1.436 -0.597 -0.102 0.065
S -2.110 -0.006 1.955 -0.044 0.063 -0.125
C -0.356 -0.132 2.272 0.428 -0.015 0.386
H -1.829 2.362 2.257 0.219 0.144 0.072
H -1.499 1.865 0.567 0.322 0.091 -0.187
H -3.141 1.991 1.157 -0.009 -0.116 0.024
H -0.153 -1.032 2.843 -0.076 -0.431 -0.285
H -0.021 0.645 2.940 -0.080 0.602 0.236
H 0.272 -0.078 1.386 -0.149 -0.252 -0.229

(7)
18
Properties=species:S:1:pos:R:3:forces:R:3 method="wB97M-V/def2-TZVPD" total_energy_ha=-955.85838 e_homo_ev=-8.63 lumo_ev=0.339 de_lowest_kj_mol=278.48 homo_lumo_gap_ha=0.32972 largest_force_ev_per_a=3.79 total_charge=0
C -0.026 0.807 -3.258 -0.260 1.360 1.232
C 0.313 0.013 -1.945 0.037 -0.431 -2.264
S 0.517 -1.769 -2.393 -0.145 0.034 1.011
H 0.723 1.579 -3.438 0.080 -0.150 -0.231
H -0.364 0.386 -4.214 0.602 -0.769 0.614
H -0.903 1.334 -2.898 -0.257 0.681 -0.468
H -0.605 0.065 -1.379 0.157 -0.422 0.561
H 1.143 0.457 -1.356 -0.486 -0.413 -0.577
H 1.438 -1.666 -3.347 0.234 0.296 -0.102
C -1.067 0.434 3.212 -0.029 0.179 -0.144
C 0.196 -0.433 2.992 0.311 -1.606 0.701
S 0.559 -0.608 1.173 -1.437 2.780 -2.134
H -1.760 0.530 2.355 0.506 -0.454 0.368
H -1.603 0.051 4.085 -0.074 -0.283 -0.296
H -0.826 1.455 3.512 0.388 0.010 -0.303
H 0.093 -1.418 3.470 -0.039 0.378 -0.208
H 1.086 0.037 3.384 0.075 0.118 0.179
H 1.084 -1.254 0.044 0.337 -1.306 2.060

(8)
18
Properties=species:S:1:pos:R:3:forces:R:3 method="wB97M-V/def2-TZVPD" total_energy_ha=-847.29129 e_homo_ev=-8.77 lumo_ev=0.727 de_lowest_kj_mol=48.35 homo_lumo_gap_ha=0.34891 largest_force_ev_per_a=3.24 total_charge=0
C -0.884 1.984 -1.534 -1.245 0.219 -1.705
S 0.204 2.149 -0.184 0.766 -1.868 1.780
Si 0.220 -0.064 0.416 0.264 -0.716 1.266
C 1.868 -0.575 -0.142 0.436 -0.088 -3.207
C -1.174 -1.195 -0.319 0.447 1.700 -0.648
C 0.320 -0.542 2.266 -1.418 1.140 -0.771
H -1.892 1.826 -1.198 -0.579 0.091 0.221
H -0.731 1.193 -2.282 0.610 0.226 0.274
H -0.867 2.947 -2.051 -0.063 -0.161 -0.132
H 2.105 -1.664 -0.285 -0.053 1.104 0.618
H 1.771 -0.163 -1.190 0.449 -0.623 0.335
H 2.655 0.082 0.223 0.192 -0.461 0.505
H -1.421 -0.746 -1.304 0.026 -0.625 0.311
H -0.919 -2.255 -0.432 0.187 0.395 0.104
H -2.071 -1.088 0.277 -0.226 -0.109 0.248
H 1.264 -0.429 2.786 0.104 0.203 -0.156
H -0.451 0.132 2.679 0.189 -0.678 0.711
H 0.004 -1.592 2.274 -0.087 0.252 0.248

(9)
26
Properties=species:S:1:pos:R:3:forces:R:3 method="wB97M-V/def2-TZVPD" total_energy_ha=-1032.49105 e_homo_ev=-10.15 lumo_ev=-0.995 de_lowest_kj_mol=210.83 homo_lumo_gap_ha=0.33657 largest_force_ev_per_a=5.36 total_charge=0
O 3.425 -2.819 3.011 -0.148 0.569 -3.618
N 3.401 -2.550 1.818 1.891 -0.868 4.005
O 2.157 -2.245 1.407 -1.558 1.421 -0.454
C 1.980 -0.776 1.277 -0.736 1.262 -0.137
B 0.504 -0.431 1.981 1.661 -0.542 -1.300
P -0.768 -1.877 2.006 -1.341 -4.277 2.035
O -0.462 -2.873 3.200 -0.915 3.524 -3.938
O -0.691 -2.732 0.462 0.120 0.411 2.909
O -2.374 -1.209 2.128 2.707 0.033 -0.036
H 1.843 -0.482 0.128 0.582 -0.537 2.346
H 2.867 -0.173 1.788 -1.798 -1.442 -1.262
H 0.230 0.615 2.460 0.027 0.037 0.056
H -0.289 -3.659 0.603 -0.894 2.162 0.190
H -2.386 -0.365 2.678 0.334 -1.619 -1.013
C -2.089 1.842 -2.219 -0.325 0.088 0.157
C -0.736 1.916 -1.529 -0.072 -0.139 -0.650
C 0.378 2.206 -2.522 0.296 0.183 0.072
O -0.473 0.678 -0.873 0.200 -0.355 0.350
H -2.106 1.037 -2.962 0.119 0.120 -0.007
H -2.879 1.620 -1.494 0.133 0.094 -0.076
H -2.328 2.785 -2.720 0.015 -0.129 0.027
H -0.757 2.696 -0.760 0.045 -0.266 0.045
H 0.448 1.414 -3.275 -0.152 0.080 0.017
H 1.347 2.244 -2.012 -0.150 0.070 -0.034
H 0.212 3.160 -3.032 0.042 -0.130 0.024
H -0.453 -0.021 -1.547 -0.083 0.246 0.293

(10)
19
Properties=species:S:1:pos:R:3:forces:R:3 method="wB97M-V/def2-TZVPD" total_energy_ha=-526.41418 e_homo_ev=-3.02 lumo_ev=4.023 homo_lumo_gap_ha=0.25879 largest_force_ev_per_a=0.37 total_charge=-1
B -1.125 2.071 0.490 -0.210 0.119 0.031
P -0.227 0.353 0.770 0.112 -0.078 0.151
C 1.534 0.689 0.292 0.149 -0.031 -0.081
C 2.371 -0.570 0.040 0.188 0.243 0.113
C -0.774 -0.716 -0.652 -0.319 -0.080 -0.173
C -1.814 -1.737 -0.179 0.123 0.262 0.048
H -2.224 1.988 1.029 0.011 0.049 -0.043
H -1.256 2.337 -0.705 0.140 -0.083 0.032
H -0.442 2.912 1.063 -0.016 -0.012 0.019
H 1.942 1.233 1.147 0.010 0.059 0.009
H 1.621 1.361 -0.567 -0.115 0.060 -0.034
H 2.020 -1.401 0.654 -0.036 -0.094 -0.012
H 2.339 -0.862 -1.009 -0.092 -0.148 -0.027
H 3.423 -0.401 0.287 0.055 -0.019 -0.031
H 0.072 -1.232 -1.111 0.069 -0.058 0.090
H -1.225 -0.095 -1.432 0.074 0.094 -0.007
H -2.653 -1.209 0.279 -0.107 -0.034 -0.046
H -1.391 -2.369 0.602 0.020 -0.154 -0.036
H -2.190 -2.352 -0.999 -0.056 -0.095 -0.004